Density functional theory data (ωB97M-V/def2-TZVPD) for a molecular structure, C39H31BrNO2PdS5Te.

```
! RIJCOSX wB97M-V def2-TZVPD def2/J DEFGRID3
* xyz -1 3
Pd -1.687 -1.171 -0.462
C 4.040 2.726 1.706
C 2.677 2.132 1.443
C 1.519 2.904 1.470
C 0.257 2.374 1.277
C -0.910 3.291 1.393
O -1.980 2.982 1.865
C -0.747 4.714 0.886
C -0.030 5.020 -0.265
C 0.023 6.326 -0.735
C -0.628 7.339 -0.043
C -1.344 7.039 1.109
C -1.412 5.731 1.563
C 0.066 0.962 1.029
O -1.102 0.518 0.834
C 1.276 0.166 0.970
C 2.516 0.785 1.190
C 1.278 -1.289 0.739
N 0.211 -1.977 0.576
C 0.253 -3.430 0.412
C 0.464 -3.876 -1.030
Te -0.871 -2.893 -2.393
C 0.551 -1.407 -2.904
C 1.550 -1.729 -3.820
C 2.540 -0.805 -4.129
C 2.533 0.448 -3.529
C 1.530 0.777 -2.628
C 0.538 -0.145 -2.319
C 2.619 -1.970 0.695
C 3.126 -2.628 1.809
C 4.337 -3.303 1.731
C 5.049 -3.323 0.538
C 4.550 -2.653 -0.573
C 3.340 -1.977 -0.495
H 3.971 3.806 1.841
H 4.730 2.538 0.879
H 4.494 2.309 2.608
H 1.609 3.966 1.680
H 0.479 4.228 -0.801
H 0.572 6.553 -1.640
H -0.583 8.359 -0.405
H -1.857 7.825 1.649
H -1.988 5.472 2.443
H 3.408 0.173 1.164
H -0.718 -3.791 0.753
H 1.021 -3.896 1.035
H 0.279 -4.945 -1.126
H 1.468 -3.659 -1.393
H 1.561 -2.708 -4.284
H 3.316 -1.065 -4.839
H 3.308 1.167 -3.765
H 1.521 1.746 -2.144
H -0.234 0.140 -1.607
H 2.574 -2.598 2.742
H 4.725 -3.813 2.604
H 5.990 -3.855 0.475
H 5.104 -2.653 -1.504
H 2.952 -1.443 -1.358
C -4.892 -5.148 2.948
S -5.347 -3.444 3.353
C -3.752 -2.766 3.578
C -2.908 -2.378 2.588
S -3.222 -2.581 0.891
S -1.374 -1.758 3.170
C -1.619 -1.981 4.860
S -0.460 -1.646 5.994
S -3.160 -2.630 5.215
H -5.818 -5.685 2.739
H -4.379 -5.619 3.785
H -4.261 -5.154 2.060
Br -5.106 1.720 -5.522
C -4.329 0.932 -3.967
C -3.514 1.696 -3.153
C -2.923 1.093 -2.044
C -3.112 -0.257 -1.734
C -3.971 -0.972 -2.571
C -4.586 -0.397 -3.680
H -3.344 2.742 -3.376
H -2.315 1.709 -1.386
H -4.187 -2.014 -2.352
H -5.249 -0.973 -4.312
*
```

Summary:
- HOMO energy (alpha / beta): -0.144 / -0.174 Ha
- F_max: 0.91 eV/Å
- Gap between HOMO and LUMO (alpha / beta): 5.786 / 6.349 eV
- Lowest unoccupied orbital energy (alpha / beta): 0.0689 / 0.0595 hartree
- Expectation value of S²: 2.0097